[1]
119
Properties=species:S:1:pos:R:3 method="wB97M-V/def2-TZVPD" mol_weight_g_mol=1241.93 e_above_lowest_kcal_mol=0.0 e_tot_ha=-7467.66315 charge=-2 fmax_ev_per_a=0.7
K -0.05 0.06 0.39
O 5.89 3.96 3.78
C 4.84 4.53 3.43
O 4.50 5.72 3.52
C 3.84 3.63 2.65
C 2.64 4.12 2.17
C 1.80 3.29 1.45
N 2.08 2.00 1.21
C 3.23 1.52 1.69
C 4.13 2.30 2.40
C 3.52 0.07 1.43
C 4.82 -0.43 1.56
C 5.05 -1.77 1.33
C 3.99 -2.58 0.96
C 2.74 -2.00 0.83
N 2.51 -0.71 1.05
C 0.50 3.81 0.90
C 0.33 5.17 0.66
C -0.88 5.61 0.16
C -1.90 4.70 -0.06
C -1.64 3.36 0.21
N -0.46 2.93 0.67
H 2.40 5.15 2.39
H 5.05 1.91 2.82
H 5.63 0.23 1.83
H 6.05 -2.18 1.43
H 4.11 -3.64 0.78
H 1.88 -2.58 0.51
H 1.14 5.87 0.84
H -1.04 6.67 -0.04
H -2.87 4.99 -0.42
H -2.40 2.60 0.10
C -3.73 -2.28 0.68
C -3.72 -1.57 -0.62
N -2.93 -0.59 -0.93
C -3.20 -0.10 -2.18
C -4.18 -0.74 -2.87
S -4.83 -1.99 -1.89
C -2.44 1.06 -2.67
C -2.91 2.02 -3.51
S -1.69 3.17 -3.82
C -0.61 2.29 -2.80
N -1.14 1.23 -2.26
C 0.79 2.74 -2.57
H -3.25 -1.62 1.40
H -3.16 -3.21 0.61
H -4.75 -2.47 1.02
H -4.53 -0.54 -3.87
H -3.91 2.12 -3.90
H 1.00 3.66 -3.11
H 1.49 1.96 -2.91
H 0.97 2.89 -1.51
S -0.42 -3.34 -0.10
C -0.08 -4.28 1.34
C 0.27 -5.65 1.20
C 0.55 -6.45 2.29
C 0.50 -5.94 3.58
C 0.16 -4.60 3.74
C -0.11 -3.78 2.66
As -0.63 -1.90 2.94
C 0.98 -1.17 3.80
C 2.14 -1.89 4.09
C 3.23 -1.25 4.66
C 3.18 0.10 4.96
C 2.03 0.82 4.68
C 0.93 0.19 4.10
C -1.65 -2.19 4.60
C -2.96 -2.64 4.45
C -3.76 -2.90 5.56
C -3.25 -2.70 6.84
C -1.96 -2.23 7.00
C -1.16 -1.98 5.88
H 0.30 -6.05 0.20
H 0.81 -7.49 2.12
H 0.71 -6.56 4.44
H 0.10 -4.19 4.75
H 2.19 -2.94 3.84
H 4.14 -1.82 4.86
H 4.04 0.60 5.38
H 1.99 1.89 4.88
H 0.04 0.77 3.87
H -3.38 -2.78 3.46
H -4.77 -3.24 5.42
H -3.87 -2.89 7.71
H -1.56 -2.05 7.99
H -0.15 -1.61 6.03
S 3.39 -1.41 -6.04
C 2.63 -1.18 -4.44
C 3.34 -0.56 -3.42
C 2.70 -0.39 -2.19
N 1.46 -0.78 -1.96
C 0.79 -1.38 -2.94
C 1.33 -1.59 -4.20
C 3.77 -3.14 -5.94
C 4.72 -3.62 -5.05
C 5.00 -4.98 -5.04
N 4.42 -5.86 -5.85
C 3.50 -5.39 -6.69
C 3.14 -4.06 -6.78
H 4.35 -0.22 -3.57
H 3.22 0.09 -1.36
H -0.22 -1.70 -2.71
H 0.75 -2.07 -4.98
H 5.23 -2.95 -4.38
H 5.74 -5.37 -4.35
H 3.03 -6.12 -7.33
H 2.39 -3.73 -7.48
Te -3.03 1.12 2.81
C -4.19 2.87 2.57
C -5.48 2.83 2.02
C -6.22 3.99 1.81
C -5.69 5.23 2.14
C -4.41 5.29 2.69
C -3.68 4.13 2.90
H -5.90 1.87 1.75
H -7.21 3.92 1.39
H -6.26 6.14 1.98
H -3.98 6.25 2.96
H -2.68 4.20 3.32

---

[2]
6
Properties=species:S:1:pos:R:3 method="wB97M-V/def2-TZVPD" mol_weight_g_mol=36.03 e_above_lowest_kcal_mol=3.2 e_tot_ha=-152.86976 smiles=O.O fmax_ev_per_a=1.9
O -1.53 0.68 -0.24
H -0.53 0.77 -0.12
H -1.77 -0.02 0.39
O 1.00 -0.24 0.16
H 1.95 -0.17 0.25
H 0.88 -1.02 -0.45

---

[3]
138
Properties=species:S:1:pos:R:3 method="wB97M-V/def2-TZVPD" mol_weight_g_mol=770.05 e_above_lowest_kcal_mol=0.0 e_tot_ha=-2639.27802 smiles=COCCNCCOC.COCCNCCOC.COCCNCCOC.OCCO.OCCO.OCCO.CCO.CCO.CCO.CCO fmax_ev_per_a=2.5
C -2.49 -1.72 -6.43
O -1.55 -2.79 -6.31
C -1.95 -3.89 -5.56
C -1.70 -3.84 -4.09
N -0.25 -4.00 -3.82
C 0.10 -4.54 -2.49
C 1.58 -4.60 -2.29
O 2.20 -3.38 -2.06
C 1.88 -2.80 -0.83
H -2.35 -1.26 -7.41
H -2.39 -0.98 -5.62
H -3.49 -2.17 -6.36
H -1.38 -4.74 -5.97
H -3.04 -4.02 -5.74
H -2.23 -4.61 -3.52
H -2.14 -2.88 -3.75
H 0.32 -3.23 -4.15
H -0.20 -5.59 -2.49
H -0.33 -4.07 -1.58
H 2.07 -4.87 -3.23
H 1.80 -5.36 -1.51
H 2.54 -1.98 -0.58
H 1.87 -3.56 -0.02
H 0.86 -2.38 -0.91
C 0.03 -6.16 1.08
O -1.20 -5.79 0.49
C -1.55 -4.46 0.71
C -2.23 -4.24 2.02
N -2.72 -2.85 2.15
C -3.44 -2.61 3.45
C -4.01 -1.27 3.49
O -3.16 -0.33 4.16
C -3.47 1.01 4.05
H 0.17 -7.19 0.75
H 0.03 -6.07 2.18
H 0.83 -5.54 0.68
H -2.20 -4.24 -0.15
H -0.63 -3.86 0.63
H -1.50 -4.43 2.83
H -3.02 -5.02 2.06
H -3.30 -2.54 1.37
H -2.72 -2.62 4.28
H -4.23 -3.34 3.69
H -4.96 -1.30 4.06
H -4.28 -0.96 2.46
H -2.80 1.54 4.72
H -4.52 1.24 4.32
H -3.28 1.38 3.03
C -2.42 6.70 -3.44
O -1.68 5.55 -3.88
C -1.51 5.46 -5.24
C -0.76 4.18 -5.60
N 0.56 4.14 -5.10
C 1.28 2.86 -5.19
C 0.70 1.63 -4.58
O 0.39 1.89 -3.21
C -0.45 0.85 -2.67
H -3.48 6.70 -3.75
H -1.92 7.60 -3.83
H -2.34 6.70 -2.35
H -0.93 6.35 -5.56
H -2.45 5.42 -5.83
H -0.73 4.12 -6.71
H -1.44 3.37 -5.26
H 0.65 4.58 -4.20
H 2.31 3.01 -4.86
H 1.31 2.70 -6.27
H 1.39 0.78 -4.70
H -0.25 1.35 -5.06
H 0.11 -0.08 -2.76
H -1.40 0.73 -3.21
H -0.58 1.06 -1.61
O -2.86 -1.82 6.58
C -1.53 -1.81 7.04
C -0.47 -1.75 6.02
O -0.55 -0.54 5.29
H -2.93 -1.13 5.90
H -1.40 -1.00 7.77
H -1.39 -2.78 7.55
H -0.70 -2.64 5.42
H 0.53 -1.83 6.48
H -0.68 -0.72 4.34
O 4.24 -3.52 4.50
C 3.23 -4.02 3.60
C 2.10 -2.99 3.61
O 1.08 -3.52 2.70
H 4.83 -4.23 4.76
H 3.62 -4.18 2.58
H 2.76 -4.93 3.97
H 2.51 -2.02 3.29
H 1.68 -2.85 4.61
H 0.56 -2.74 2.44
O 1.22 5.42 0.55
C 2.04 4.28 0.10
C 2.37 4.34 -1.35
O 1.25 4.39 -2.20
H 1.59 6.26 0.28
H 2.97 4.23 0.69
H 1.44 3.41 0.37
H 2.97 3.44 -1.57
H 3.00 5.24 -1.52
H 0.88 3.49 -2.24
C 0.86 0.56 1.78
C -0.33 -0.19 1.48
O -0.54 -1.21 2.48
H 0.83 1.42 1.12
H 1.81 0.05 1.68
H 0.73 1.00 2.77
H -0.16 -0.60 0.47
H -1.24 0.42 1.45
H -1.44 -1.67 2.25
C 3.37 3.19 5.13
C 3.22 3.13 3.60
O 4.40 3.63 2.94
H 4.23 2.60 5.46
H 2.48 2.80 5.63
H 3.52 4.21 5.50
H 2.28 3.63 3.33
H 3.18 2.13 3.18
H 4.55 4.53 3.27
C -1.98 3.15 0.40
C -2.28 4.58 -0.11
O -1.55 5.52 0.64
H -2.52 2.49 -0.28
H -2.26 2.95 1.44
H -0.90 2.94 0.30
H -3.32 4.79 0.12
H -2.15 4.72 -1.21
H -0.59 5.44 0.52
C 3.18 0.51 -2.39
C 4.21 0.46 -1.25
O 3.64 1.26 -0.09
H 3.51 -0.05 -3.26
H 3.02 1.53 -2.74
H 2.19 0.12 -2.14
H 5.21 0.74 -1.63
H 4.23 -0.56 -0.87
H 4.32 1.55 0.53

---

[4]
110
Properties=species:S:1:pos:R:3 method="wB97M-V/def2-TZVPD" mol_weight_g_mol=712.18 e_tot_ha=-3004.61862 fmax_ev_per_a=7.5
C -4.89 -0.46 -3.09
C -3.36 -0.84 -3.64
C -2.40 0.48 -3.82
C -0.84 0.05 -3.52
O -0.11 1.09 -2.72
C 0.42 0.31 -1.57
C 1.72 -0.66 -1.86
C 2.42 -1.64 -0.70
N 3.60 -2.45 -1.15
C 4.06 -3.28 0.02
C 3.42 -3.33 1.51
N 2.26 -2.46 1.91
C 1.76 -1.60 0.78
C 0.44 -0.64 1.11
C -0.22 -0.68 2.61
C -0.11 0.72 3.46
O -1.42 1.44 3.38
C 0.03 0.31 5.08
N 1.44 -0.05 5.49
C -0.24 0.33 -0.04
C -1.53 1.32 0.17
C -1.05 2.90 0.47
C -2.23 3.75 1.29
Cl -0.77 3.87 -1.12
H -5.30 0.54 -3.57
H -4.90 -0.41 -1.89
H -5.56 -1.38 -3.38
H -2.95 -1.66 -2.91
H -3.44 -1.35 -4.71
H -2.74 1.40 -3.19
H -2.45 0.79 -4.95
H -0.21 -0.23 -4.46
H -0.88 -0.94 -2.86
H 2.16 -0.66 -2.96
H 5.00 -4.00 -0.18
H 3.87 -4.06 2.30
H -1.38 -0.93 2.53
H 0.22 -1.54 3.31
H 0.79 1.41 3.15
H -1.32 2.35 3.82
H -0.36 1.20 5.76
H -0.68 -0.61 5.29
H 1.34 -0.50 6.45
H 1.73 -0.82 4.84
H -2.09 1.38 -0.88
H -2.33 0.95 0.94
H -0.04 2.85 1.05
H -2.74 4.48 0.52
H -2.99 3.02 1.79
H -1.65 4.41 2.09
O -3.26 5.77 -2.67
H -2.86 6.31 -3.36
H -2.52 5.26 -2.31
O -3.80 8.99 -1.62
H -3.90 8.83 -0.67
H -3.73 8.11 -2.01
O -1.12 3.22 -4.82
H -0.23 3.29 -5.22
H -0.96 3.36 -3.88
O -3.17 0.06 6.07
H -2.77 0.60 5.38
H -2.43 -0.45 6.44
O -0.14 3.47 6.59
H 0.74 3.54 6.20
H 0.02 3.61 7.54
O 5.58 -1.60 -3.82
H 6.46 -1.46 -3.45
H 5.03 -1.78 -3.05
O -2.66 6.83 -5.49
H -2.86 7.27 -6.33
H -3.11 5.98 -5.56
O -1.32 3.31 9.66
H -1.91 4.07 9.57
H -1.90 2.60 9.96
O -1.38 7.38 0.00
H -1.48 7.21 0.95
H -1.32 6.50 -0.39
O 1.73 -2.73 -4.95
H 2.61 -2.66 -5.35
H 1.88 -2.59 -4.01
O 1.45 -4.98 4.17
H 1.85 -4.43 3.48
H 2.19 -5.49 4.53
O 2.81 -3.71 6.62
H 2.45 -4.04 5.78
H 3.77 -3.71 6.49
O -4.94 -3.30 -3.81
H -5.29 -3.63 -4.65
H -3.98 -3.30 -3.94
O -1.51 -2.73 -4.74
H -1.87 -3.06 -5.58
H -0.55 -2.73 -4.87
O -1.39 -5.22 -6.35
H -0.51 -5.52 -6.09
H -1.95 -6.00 -6.22
O 3.06 -1.09 8.05
H 2.96 -1.26 9.00
H 3.13 -1.98 7.66
O 5.37 -3.97 -5.37
H 5.37 -3.00 -5.32
H 6.21 -4.18 -5.80
O -3.88 -1.46 3.24
H -4.16 -0.53 3.32
H -4.03 -1.83 4.12
O 6.42 -5.22 -1.20
H 6.08 -5.08 -2.09
H 6.68 -6.15 -1.19
O 8.41 -2.60 -3.67
H 9.29 -2.90 -3.40
H 7.85 -3.38 -3.54

---

[5]
67
Properties=species:S:1:pos:R:3 method="wB97M-V/def2-TZVPD" mol_weight_g_mol=510.47 e_above_lowest_kcal_mol=10.3 e_tot_ha=-2207.99387 fmax_ev_per_a=3.6
P 1.49 2.91 -0.84
P 2.09 -0.23 -2.69
C 3.01 2.16 -1.54
C 2.94 1.41 -2.87
H 3.43 1.52 -0.74
H 3.69 3.02 -1.67
H 2.47 1.99 -3.69
H 3.96 1.17 -3.21
C 3.70 -1.12 -2.22
H 3.50 -2.07 -1.69
H 4.33 -0.50 -1.57
H 4.28 -1.37 -3.11
C 1.85 -1.01 -4.32
H 2.79 -1.44 -4.69
H 1.49 -0.26 -5.03
H 1.11 -1.81 -4.24
C 1.71 3.13 0.92
H 0.76 3.26 1.47
H 2.31 4.04 1.09
H 2.25 2.29 1.37
C 1.41 4.57 -1.56
H 1.10 4.53 -2.62
H 2.40 5.02 -1.48
H 0.69 5.18 -0.99
Be -0.55 0.33 3.03
C -0.42 -1.49 -1.76
C 0.96 -1.09 -1.52
C 0.91 -0.21 -0.25
C -0.09 0.94 -0.37
C 0.12 1.91 -1.59
C 0.16 1.11 -2.85
C -1.17 0.48 -3.17
C -1.52 -0.69 -2.23
C -0.93 1.98 3.08
H -0.63 -2.54 -1.65
H 1.52 -2.04 -1.30
H 1.90 0.12 0.11
H 0.51 -0.86 0.52
H -1.10 0.54 -0.38
H -0.07 1.48 0.59
H -0.71 2.62 -1.58
H 0.52 1.69 -3.76
H -1.19 0.09 -4.19
H -2.01 1.22 -3.12
H -2.13 -0.30 -1.39
H -2.20 -1.39 -2.76
H -1.96 2.03 3.45
H -0.91 2.48 2.11
H -0.29 2.51 3.80
O -4.37 -4.48 6.14
N -4.52 -4.26 4.92
O -5.45 -4.76 4.25
C -3.60 -3.39 4.22
C -2.53 -2.79 4.91
C -1.72 -1.85 4.22
C -1.96 -1.61 2.84
O -1.33 -0.67 2.17
C -2.89 -2.42 2.16
C -3.78 -3.22 2.85
N -2.67 -2.52 0.71
O -3.62 -2.45 -0.07
O -1.47 -2.69 0.39
N -0.58 -1.31 4.89
O -0.22 -1.73 5.98
O 0.13 -0.36 4.28
H -2.33 -3.03 5.93
H -4.57 -3.75 2.30

---

[6]
19
Properties=species:S:1:pos:R:3 method="wB97M-V/def2-TZVPD" spin_multiplicity=3 mol_weight_g_mol=198.15 e_tot_ha=-754.84024 s2=2.0540 fmax_ev_per_a=3.0
C -2.55 -0.45 0.38
C -2.50 0.93 0.38
C -1.42 -1.19 0.03
C -1.31 1.58 0.09
C -0.22 -0.56 -0.28
C -0.16 0.85 -0.23
C 0.92 -1.37 -0.66
C 2.21 -1.12 -0.38
C 2.72 -0.08 0.52
N 2.33 1.09 0.71
N 1.00 1.43 -0.68
F 3.13 -2.02 -0.77
F 3.73 -0.54 1.28
F 0.98 2.79 -0.62
H -3.46 -0.96 0.64
H -3.37 1.51 0.63
H -1.47 -2.27 0.04
H -1.27 2.66 0.09
H 0.70 -2.29 -1.19

---

[7]
17
Properties=species:S:1:pos:R:3 method="wB97M-V/def2-TZVPD" mol_weight_g_mol=98.14 e_above_lowest_kcal_mol=29.3 e_tot_ha=-309.79563 fmax_ev_per_a=0.6
C 2.03 0.01 -0.29
C 1.11 -0.27 0.87
C -0.08 -0.85 1.06
C -1.31 -0.95 0.19
C -1.46 0.21 -0.81
C -0.63 1.44 -0.46
O -0.78 2.10 0.53
H 2.30 1.06 -0.39
H 1.70 -0.36 -1.26
H 2.94 -0.54 -0.02
H 1.61 -0.02 1.80
H -0.26 -1.17 2.08
H -2.16 -0.94 0.90
H -1.41 -1.91 -0.34
H -1.24 -0.10 -1.83
H -2.50 0.56 -0.81
H 0.13 1.72 -1.23